(1)
# C4H5NO2

C4H5NO2 as an isolated structure at a distorted geometry (the ωB97M-V functional and the def2-TZVPD basis, the Open Molecules 2025 dataset).

Each line ends with the Löwdin charge.
CARTESIAN COORDINATES (ANGSTROEM)
O  -2.521  0.891  0.209  0.070
O  0.287  -1.015  -0.861  -0.059
N  1.851  0.550  -0.086  0.097
C  1.293  -0.803  0.111  -0.252
C  -1.747  -0.017  0.031  -0.193
C  -0.412  0.200  -0.653  -0.258
C  0.680  1.024  0.114  -0.101
H  0.720  -0.670  1.072  0.120
H  2.034  -1.562  0.300  0.129
H  0.467  1.734  0.909  0.141
H  -1.967  -1.052  0.358  0.138
H  -0.569  0.750  -1.593  0.168

Results
HOMO level, eV: -9.60
Largest force on an atom, eV Å⁻¹: 1.699
ΔE to the lowest compared entry with this formula, charge and spin, kcal per mole: 99.94

***

(2)
# C11H14N3

An isolated ion of composition C11H14N3 and charge +1 at a distorted geometry (the ωB97M-V functional and the def2-TZVPD basis, the Open Molecules 2025 dataset).

Each line ends with the Löwdin charge.
CARTESIAN COORDINATES (ANGSTROEM)
N  -0.442  -0.978  -0.486  -0.144
N  -1.703  3.265  1.881  0.091
N  -1.607  1.348  0.870  0.014
C  2.993  -2.542  -0.727  -0.071
C  -2.922  3.112  1.217  -0.031
C  0.963  -1.178  -0.486  -0.237
C  -1.188  -0.399  0.569  0.037
C  1.598  -2.449  -0.672  -0.008
C  3.793  -1.394  -0.696  -0.074
C  1.799  -0.048  -0.348  -0.029
C  -2.869  1.889  0.637  -0.054
C  -0.960  2.170  1.687  -0.100
C  -1.219  -1.429  -1.676  -0.019
C  3.180  -0.152  -0.528  -0.076
H  3.783  0.758  -0.554  0.111
H  0.990  -3.338  -0.802  0.113
H  1.328  0.917  -0.225  0.097
H  -1.383  4.097  2.412  0.193
H  3.476  -3.525  -0.827  0.117
H  -3.672  3.884  1.188  0.130
H  -3.598  1.317  0.094  0.124
H  -0.705  -0.558  1.542  0.137
H  -0.521  -1.542  -2.528  0.107
H  4.888  -1.482  -0.731  0.117
H  -2.237  -0.641  0.398  0.113
H  -2.004  -0.671  -1.883  0.092
H  -1.746  -2.383  -1.463  0.100
H  -0.014  1.953  2.138  0.149

Results
HOMO level, eV: -11.85
Structure (SMILES): CN(Cn1cc[nH+]c1)c1ccccc1
Largest force on an atom, eV Å⁻¹: 2.633
Net charge: +1
ΔE to the lowest compared entry with this formula, charge and spin, kcal per mole: 0.60

***

(3)
# C10H14ClF3N2O2P

A 2-piece molecular cluster, C10H14ClF3N2O2P overall at a distorted geometry (the ωB97M-V functional and the def2-TZVPD basis, the Open Molecules 2025 dataset).

Each line ends with the Löwdin charge.
CARTESIAN COORDINATES (ANGSTROEM)
Cl  -1.628  -3.458  1.087  0.830
P  -0.212  -1.236  2.737  0.961
F  -0.222  5.157  -3.921  0.177
F  -0.896  6.008  -2.046  0.186
F  -2.259  4.833  -3.249  0.176
O  -0.919  2.608  -2.783  0.037
O  0.122  3.699  -1.111  0.173
N  1.542  -1.275  0.670  0.100
N  0.437  -1.874  1.150  -0.240
C  -0.993  4.957  -2.847  -0.557
C  -0.524  3.687  -2.114  -0.391
C  -0.508  1.357  -2.221  -0.209
C  -1.437  0.932  -1.104  -0.050
C  -0.198  -2.795  0.440  -0.677
C  0.238  -3.219  -0.812  -0.023
C  -0.144  -2.676  3.875  -0.282
C  1.160  -0.182  3.298  -0.262
C  1.367  -2.617  -1.305  0.028
C  1.963  -1.633  -0.509  -0.072
H  1.775  -2.891  -2.262  0.132
H  -0.295  -3.973  -1.362  0.129
H  2.844  -1.124  -0.864  0.133
H  1.370  -0.462  4.326  0.043
H  0.483  -3.475  3.488  0.049
H  -1.155  -0.056  -0.732  0.053
H  0.524  1.433  -1.876  0.119
H  2.076  -0.338  2.740  0.034
H  0.852  0.854  3.287  0.041
H  -0.539  0.645  -3.045  0.126
H  0.198  -2.349  4.845  0.046
H  -1.153  -3.062  3.949  0.018
H  -1.401  1.636  -0.273  0.083
H  -2.467  0.889  -1.456  0.091

Results
HOMO level, eV: -13.05
Largest force on an atom, eV Å⁻¹: 1.342
Net charge: +1

***

(4)
# C6H8HgLiO3

C6H8HgLiO3 as an isolated structure at a distorted geometry (the ωB97M-V functional and the def2-TZVPD basis, the Open Molecules 2025 dataset).

Each line ends with the Mulliken spin population.
CARTESIAN COORDINATES (ANGSTROEM)
Hg  -0.418  -1.779  -0.918  0.809
O  -2.503  -2.564  -0.772  -0.009
O  -0.272  0.370  -1.247  0.190
O  4.548  0.275  1.541  0.113
C  3.749  0.818  0.670  0.441
C  -3.684  -2.030  -0.848  0.015
C  2.353  0.718  0.693  -0.106
C  -0.010  1.167  -0.134  0.038
C  1.453  1.518  -0.015  0.454
C  -4.005  -0.712  -0.649  -0.009
Li  4.636  -1.024  2.698  0.026
H  1.847  2.327  -0.643  0.007
H  -0.603  2.110  -0.164  0.018
H  1.941  -0.072  1.339  0.016
H  -4.971  -0.334  -0.992  0.000
H  4.211  1.354  -0.180  0.019
H  -4.476  -2.663  -1.301  0.003
H  -0.323  0.655  0.807  -0.025
H  -3.471  -0.133  0.114  -0.002

Results
HOMO level (spin up / spin down), eV: -2.24 / -3.32
Largest force on an atom, eV Å⁻¹: 1.950
2S+1: 3
Net charge: -1
ΔE to the lowest compared entry with this formula, charge and spin, kcal per mole: 28.07

***

no.,M (g mol⁻¹)
1,99.09
2,188.25
3,317.66
4,335.66